(1)
DFT (ωB97M-V with the def2-TZVPD basis set) results for a molecular structure, C25H46BBiNP2 in a non-equilibrium geometry.

Values from the calculation:
- Orbital gap (spin up / spin down): 4.33 / 2.74 eV
- 2S+1: 1
- HOMO (spin up / spin down): -9.1 / -9.1 eV
- Net charge: +1

Element x y z (Å)
Bi1 -1.59 1.96 -1.67
C1 0.29 0.39 4.24
C2 1.17 0.72 3.16
C3 -0.63 2.15 3.14
C4 -0.85 1.23 4.20
C5 0.62 1.86 2.55
C6 0.54 -0.62 5.29
H1 1.59 -0.91 5.27
H2 -0.10 -1.51 5.19
H3 0.33 -0.16 6.27
C7 -2.02 1.19 5.11
H4 -1.83 0.51 5.96
H5 -2.91 0.84 4.58
H6 -2.22 2.19 5.52
C8 -1.56 3.20 2.72
H7 -2.25 3.38 3.55
H8 -2.13 2.93 1.82
H9 -0.99 4.10 2.48
C9 1.27 2.58 1.44
H10 2.30 2.88 1.69
H11 0.74 3.50 1.15
H12 1.35 1.93 0.56
C10 2.50 0.15 2.85
H13 3.29 0.92 2.92
H14 2.51 -0.23 1.82
H15 2.73 -0.67 3.53
C11 0.94 -3.08 1.18
C12 2.04 -3.18 1.93
C13 3.42 -3.44 1.42
C14 3.61 -3.04 -0.07
C15 3.58 -1.56 -0.30
C16 2.55 -0.75 -0.61
C17 1.10 -1.05 -0.41
C18 0.71 -2.53 -0.22
H16 3.69 -4.51 1.54
H17 2.90 -3.61 -0.68
H18 4.13 -2.89 2.04
H19 1.13 -3.16 -1.02
H20 -0.02 -3.20 1.70
H21 1.93 -3.18 3.02
H22 -0.39 -2.58 -0.37
H23 0.64 -0.46 0.40
H24 2.75 0.26 -1.01
H25 0.55 -0.65 -1.29
H26 4.61 -3.43 -0.37
H27 4.57 -1.11 -0.19
P1 -1.19 -0.42 -3.14
P2 -1.28 2.54 -4.15
C19 -1.58 -0.11 -4.95
C20 -2.04 1.30 -5.26
H28 -2.33 -0.86 -5.23
H29 -0.67 -0.35 -5.53
H30 -1.78 1.58 -6.29
H31 -3.13 1.38 -5.16
C21 -1.84 4.04 -4.99
H32 -1.42 4.94 -4.52
H33 -2.94 4.10 -4.95
H34 -1.52 3.98 -6.05
C22 0.52 2.43 -4.49
H35 0.69 2.40 -5.58
H36 1.00 1.54 -4.04
H37 1.01 3.32 -4.08
C23 -2.61 -1.53 -2.80
H38 -2.56 -1.89 -1.77
H39 -2.58 -2.37 -3.50
H40 -3.55 -0.97 -2.94
C24 0.09 -1.71 -3.53
H41 0.68 -1.40 -4.41
H42 -0.39 -2.66 -3.77
H43 0.80 -1.89 -2.73
B1 -3.24 -1.05 2.34
C25 -2.54 -0.24 1.24
N1 -1.99 0.34 0.38
H44 -2.49 -1.97 2.64
H45 -4.29 -1.51 1.93
H46 -3.44 -0.31 3.30

=====

(2)
DFT (ωB97M-V with the def2-TZVPD basis set) results for 2 unconnected molecules or ions with the total composition C7H7FO2 in a non-equilibrium geometry.

Values from the calculation:
- Orbital gap: 9.08 eV
- 2S+1: 1
- Energy relative to the best compared isomer or geometry (same formula, charge and spin): 216.4 kJ/mol
- HOMO: -8.8 eV

Element x y z (Å)
C1 2.28 0.07 0.37
C2 1.60 1.33 0.28
C3 1.53 -1.10 0.25
C4 0.26 1.35 0.18
C5 0.09 -1.06 0.15
C6 -0.44 0.20 0.19
C7 -2.78 0.00 0.12
O1 -2.98 0.10 -1.23
O2 -3.22 -1.11 0.74
F1 -3.25 1.02 0.94
H1 3.33 0.06 0.58
H2 1.98 2.26 0.47
H3 2.15 -1.96 0.21
H4 -0.37 2.19 0.39
H5 -0.41 -2.02 0.06
H6 -3.96 -0.10 -1.43
H7 -2.91 -1.83 0.19

=====

(3)
DFT (ωB97M-V with the def2-TZVPD basis set) results for a molecular structure, C47H52N8NaO3PS in a non-equilibrium geometry.

Values from the calculation:
- Orbital gap: 7.80 eV
- 2S+1: 1
- Energy relative to the best compared isomer or geometry (same formula, charge and spin): 116.3 kJ/mol
- HOMO: -7.6 eV

Element x y z (Å)
Na1 1.20 -0.11 0.36
C1 3.48 1.03 -3.21
C2 2.74 2.31 -2.80
C3 3.50 3.55 -3.28
C4 2.49 2.40 -1.31
C5 3.37 1.87 -0.36
C6 3.09 1.97 1.00
C7 1.95 2.63 1.46
C8 1.69 2.76 2.94
C9 1.11 3.20 0.52
C10 1.36 3.08 -0.84
H1 3.43 0.91 -4.29
H2 3.03 0.15 -2.74
H3 4.53 1.07 -2.92
H4 1.76 2.31 -3.29
H5 4.49 3.59 -2.83
H6 2.97 4.46 -3.01
H7 3.62 3.53 -4.37
H8 4.25 1.33 -0.68
H9 3.77 1.51 1.71
H10 1.60 1.79 3.44
H11 0.76 3.30 3.13
H12 2.50 3.30 3.43
H13 0.23 3.74 0.85
H14 0.67 3.51 -1.56
N1 -2.21 -0.84 -3.63
P1 -1.94 0.50 -2.54
C11 -1.07 1.71 -3.65
C12 -1.14 3.07 -3.35
C13 -0.51 4.02 -4.14
C14 0.21 3.61 -5.26
C15 0.30 2.27 -5.57
C16 -0.33 1.32 -4.76
C17 -3.63 1.25 -2.72
C18 -4.15 1.67 -3.95
C19 -5.42 2.22 -4.03
C20 -6.20 2.35 -2.89
C21 -5.71 1.92 -1.67
C22 -4.43 1.36 -1.59
C23 -1.28 -1.88 -3.60
C24 -1.62 -3.18 -3.99
C25 -0.64 -4.15 -3.92
C26 0.64 -3.81 -3.48
C27 0.87 -2.49 -3.15
N2 -0.06 -1.54 -3.20
H15 -3.18 -1.12 -3.73
H16 -1.72 3.40 -2.49
H17 -0.58 5.07 -3.89
H18 0.70 4.35 -5.88
H19 0.86 1.94 -6.43
H20 -0.25 0.27 -5.01
H21 -3.54 1.59 -4.84
H22 -5.80 2.55 -4.99
H23 -7.19 2.78 -2.95
H24 -6.32 2.01 -0.77
H25 -4.05 1.02 -0.63
H26 -2.62 -3.41 -4.33
H27 -0.87 -5.17 -4.20
H28 1.42 -4.55 -3.39
H29 1.85 -2.18 -2.79
N3 6.65 -6.65 -0.20
C28 5.83 -5.57 0.10
C29 5.07 -5.56 1.27
C30 4.21 -4.52 1.55
C31 4.10 -3.47 0.65
C32 4.85 -3.45 -0.51
C33 5.71 -4.50 -0.79
S1 3.02 -2.12 0.99
O1 3.78 -0.92 0.67
O2 2.56 -2.23 2.36
N4 1.80 -2.10 -0.04
C34 0.72 -2.91 0.23
N5 -0.49 -2.38 -0.10
C35 -1.54 -3.13 0.18
C36 -1.47 -4.38 0.78
C37 -0.19 -4.83 1.06
N6 0.90 -4.12 0.79
H30 6.95 -7.21 0.58
H31 7.38 -6.48 -0.87
H32 5.16 -6.39 1.97
H33 3.61 -4.51 2.45
H34 4.77 -2.61 -1.19
H35 6.31 -4.49 -1.70
H36 -2.51 -2.71 -0.09
H37 -2.35 -4.96 1.01
H38 -0.03 -5.80 1.52
C38 -1.90 -0.87 7.58
C39 -2.11 0.62 7.35
N7 -2.46 0.93 5.97
C40 -3.88 0.88 5.61
C41 -4.69 2.05 6.14
C42 -1.44 1.00 5.08
O3 -0.28 0.79 5.39
C43 -1.74 1.37 3.65
C44 -2.43 2.52 3.29
C45 -2.51 2.86 1.95
C46 -1.89 2.05 1.02
N8 -1.23 0.93 1.34
C47 -1.16 0.62 2.64
H39 -1.65 -1.06 8.63
H40 -1.07 -1.22 6.97
H41 -2.79 -1.44 7.33
H42 -1.20 1.17 7.59
H43 -2.91 1.00 7.99
H44 -4.29 -0.05 6.01
H45 -3.96 0.82 4.53
H46 -4.66 2.11 7.23
H47 -5.74 1.94 5.85
H48 -4.33 3.00 5.75
H49 -2.88 3.15 4.04
H50 -3.05 3.75 1.63
H51 -1.91 2.29 -0.04
H52 -0.62 -0.29 2.89